(1)
{"formula": "C3H10N2O4S", "method": "the ωB97M-V functional and the def2-TZVPD basis", "elements": ["S", "O", "O", "O", "O", "N", "N", "C", "C", "C", "H", "H", "H", "H", "H", "H", "H", "H", "H", "H"], "positions_angstrom": [[-3.14, 1.56, 1.48], [-2.96, 0.74, 0.07], [-2.22, 0.93, 2.34], [-0.36, -1.38, 1.94], [-2.33, 2.97, 1.03], [1.85, 0.08, -2.30], [-0.27, 0.00, -0.55], [0.77, -1.45, 1.16], [0.73, -0.70, -0.26], [2.03, -0.73, -1.01], [-2.82, 3.61, 0.53], [2.80, 0.24, -2.68], [2.89, -0.27, -0.55], [0.78, -2.43, 0.86], [-0.81, -0.57, 2.00], [-0.25, 0.47, -1.44], [1.72, -1.06, 1.49], [1.44, -0.51, -2.98], [-2.13, 0.31, 0.10], [2.31, -1.80, -1.21]], "nbo_charge": [1.758, -0.908, -0.961, -0.707, -0.914, -0.828, -0.683, -0.092, 0.303, -0.317, 0.493, 0.360, 0.223, 0.185, 0.500, 0.370, 0.162, 0.350, 0.511, 0.196], "homo_energy_ev": -9.793, "total_charge": 0, "gap_ev": 10.5}

---

(2)
{"formula": "C2H27O16V2", "method": "the ωB97M-V functional and the def2-TZVPD basis", "elements": ["V", "V", "O", "O", "O", "O", "O", "O", "O", "O", "O", "O", "O", "O", "O", "O", "O", "O", "C", "C", "H", "H", "H", "H", "H", "H", "H", "H", "H", "H", "H", "H", "H", "H", "H", "H", "H", "H", "H", "H", "H", "H", "H", "H", "H", "H", "H"], "positions_angstrom": [[-5.11, 7.88, 11.64], [-2.10, 7.78, 13.17], [-3.11, 7.94, 17.00], [-0.21, 7.73, 13.98], [-2.61, 11.50, 11.96], [-3.71, 7.69, 12.43], [-2.24, 5.63, 13.22], [-2.05, 9.39, 12.90], [-7.44, 4.82, 12.20], [-6.91, 8.39, 10.69], [-5.00, 6.52, 10.75], [-1.15, 7.49, 11.33], [-1.55, 9.98, 15.75], [-3.85, 8.94, 10.28], [-6.27, 7.02, 13.01], [-4.27, 4.60, 9.86], [-5.16, 9.90, 12.61], [-2.95, 7.73, 14.54], [-6.00, 7.42, 15.43], [-5.90, 6.48, 14.22], [-5.76, 10.59, 12.85], [-1.24, 6.64, 10.90], [-4.82, 6.21, 13.99], [-5.67, 6.86, 16.28], [-6.98, 5.57, 12.57], [-6.99, 7.85, 15.65], [-4.32, 10.32, 12.92], [-4.44, 9.61, 9.80], [-7.81, 8.78, 10.84], [-1.00, 10.50, 15.21], [-2.94, 11.27, 11.11], [0.61, 8.27, 13.86], [-2.38, 10.33, 15.41], [-0.18, 7.21, 14.81], [-3.33, 8.40, 9.64], [-1.27, 5.38, 13.20], [-2.66, 4.78, 13.29], [-0.99, 8.10, 10.60], [-7.14, 7.61, 10.12], [-2.86, 8.10, 16.06], [-3.13, 7.01, 17.09], [-4.39, 4.63, 8.92], [-5.21, 8.11, 15.36], [-2.22, 10.68, 12.36], [-6.37, 5.51, 14.26], [-4.71, 5.30, 10.28], [-7.71, 5.11, 11.29]], "mulliken_charge": [0.111, -0.009, -0.700, -0.429, -0.717, 2.184, -0.413, -0.891, -0.693, -0.433, -0.950, -0.365, -0.595, -0.622, -0.534, -0.724, -0.383, -0.405, -1.001, 0.165, 0.302, 0.326, -0.166, 0.343, 0.502, 0.327, 0.183, 0.358, 0.345, 0.286, 0.248, 0.291, 0.280, 0.290, 0.308, 0.303, 0.274, 0.286, 0.320, 0.350, 0.307, 0.256, 0.137, 0.534, 0.492, 0.644, 0.278], "homo_energy_ev": -12.361, "total_charge": 1, "gap_ev": 7.9}